[1]
{"formula": "C5H18N2O7", "method": "the ωB97M-V functional and the def2-TZVPD basis", "largest_force_ev_per_a": 3.4, "homo_lumo_gap_ha": 0.3717, "charge": 0, "energy_ha": -837.24498, "species": ["C", "O", "H", "H", "H", "H", "C", "O", "H", "H", "H", "H", "C", "O", "H", "H", "H", "H", "C", "N", "O", "O", "H", "H", "H", "C", "N", "O", "O", "H", "H", "H"], "xyz": [[-2.340, -2.741, 2.304], [-1.474, -3.154, 1.280], [-2.727, -3.594, 2.861], [-1.809, -2.119, 3.026], [-3.162, -2.162, 1.884], [-0.964, -3.928, 1.532], [-0.440, -2.573, -1.952], [-0.341, -1.757, -0.769], [-1.442, -2.998, -2.010], [-0.192, -1.930, -2.797], [0.295, -3.378, -1.957], [-0.730, -2.184, -0.002], [2.848, -0.100, -0.091], [1.811, -0.148, -1.016], [2.477, -0.390, 0.892], [3.574, -0.886, -0.297], [3.280, 0.897, -0.004], [1.115, -0.792, -0.865], [1.678, 3.484, -1.460], [0.226, 3.666, -1.317], [-0.223, 3.941, -0.254], [-0.488, 3.481, -2.316], [2.104, 3.382, -0.462], [2.096, 4.327, -2.011], [1.929, 2.577, -2.009], [-1.285, 1.019, 0.592], [-0.633, 1.654, 1.809], [0.382, 1.214, 2.232], [-1.209, 2.640, 2.198], [-2.051, 0.307, 0.899], [-0.495, 0.473, 0.077], [-1.811, 1.772, 0.005]], "lowdin_charge": [-0.135, -0.124, 0.084, 0.082, 0.086, 0.102, -0.100, -0.167, 0.082, 0.086, 0.078, 0.029, -0.176, -0.139, 0.071, 0.072, 0.073, 0.010, 0.039, -0.440, 0.078, 0.039, 0.097, 0.103, 0.094, 0.055, -0.459, 0.078, 0.056, 0.087, 0.066, 0.092]}



[2]
{"formula": "C25H27BeN3", "method": "the ωB97M-V functional and the def2-TZVPD basis", "largest_force_ev_per_a": 3.9, "homo_lumo_gap_ha": [0.1833, 0.1754], "charge": 0, "energy_ha": -1147.75679, "species": ["C", "C", "H", "H", "H", "H", "H", "H", "C", "C", "C", "C", "H", "H", "H", "H", "N", "C", "C", "N", "C", "C", "C", "H", "H", "C", "H", "H", "Be", "C", "H", "H", "H", "C", "C", "C", "C", "C", "C", "N", "C", "C", "C", "C", "C", "C", "H", "H", "H", "H", "H", "H", "H", "H", "H", "H"], "xyz": [[-1.669, -1.259, 2.289], [-0.653, -0.235, 2.990], [-2.297, -0.600, 1.644], [-2.242, -1.596, 3.190], [-1.614, -2.195, 1.631], [0.321, 0.149, 2.557], [-1.245, 0.713, 3.072], [-0.428, -0.619, 4.017], [-1.221, -2.539, -1.045], [-1.238, -3.126, -2.308], [-0.064, -3.027, -3.085], [1.093, -2.385, -2.672], [-2.096, -2.546, -0.368], [-2.140, -3.621, -2.617], [-0.012, -3.456, -4.055], [2.063, -2.316, -3.188], [-0.099, -1.921, -0.693], [1.072, -1.823, -1.422], [2.180, -1.093, -0.761], [1.897, -0.603, 0.503], [2.798, 0.064, 1.245], [4.358, -0.146, -0.576], [4.061, 0.335, 0.720], [2.453, 0.383, 2.227], [4.740, 0.912, 1.316], [3.431, -0.876, -1.309], [3.634, -1.334, -2.305], [5.319, 0.011, -1.014], [0.260, -0.824, 0.427], [0.524, -2.381, 2.114], [1.555, -2.098, 2.422], [0.628, -3.278, 1.475], [0.019, -2.761, 3.030], [-4.042, 0.774, -2.143], [-2.832, 0.438, -2.729], [-1.670, 0.416, -2.004], [-1.691, 0.714, -0.628], [-2.916, 1.122, -0.038], [-4.059, 1.196, -0.818], [-0.552, 0.683, 0.166], [0.098, 1.884, 0.386], [1.208, 2.278, -0.388], [1.822, 3.493, -0.121], [1.366, 4.322, 0.888], [0.215, 3.986, 1.571], [-0.415, 2.765, 1.364], [-4.943, 0.789, -2.725], [-2.808, 0.099, -3.749], [-0.722, 0.238, -2.449], [-2.966, 1.431, 0.992], [-5.010, 1.474, -0.361], [1.444, 1.728, -1.261], [2.710, 3.752, -0.667], [1.891, 5.244, 1.112], [-0.151, 4.655, 2.340], [-1.365, 2.611, 1.812]], "lowdin_charge": [-0.217, -0.184, 0.033, 0.077, 0.046, 0.038, 0.059, 0.075, -0.056, -0.011, -0.031, 0.001, 0.141, 0.108, 0.099, 0.120, 0.055, -0.149, -0.145, 0.059, -0.058, -0.033, -0.012, 0.132, 0.106, -0.002, 0.124, 0.102, 0.081, -0.172, -0.034, -0.030, -0.001, -0.104, -0.103, -0.044, -0.270, -0.029, -0.087, -0.011, -0.277, -0.034, -0.096, -0.113, -0.090, -0.019, 0.091, 0.097, 0.099, 0.095, 0.103, 0.097, 0.094, 0.097, 0.100, 0.083]}



[3]
{"formula": "C19H18N6O2", "method": "the ωB97M-V functional and the def2-TZVPD basis", "largest_force_ev_per_a": 4.4, "relative_energy_kj_mol": 70.8, "homo_lumo_gap_ha": 0.3114, "charge": 0, "energy_ha": -1213.81589, "species": ["O", "N", "N", "N", "O", "C", "C", "C", "C", "C", "C", "C", "C", "C", "C", "C", "C", "C", "C", "C", "C", "N", "N", "N", "C", "C", "C", "H", "H", "H", "H", "H", "H", "H", "H", "H", "H", "H", "H", "H", "H", "H", "H", "H", "H"], "xyz": [[-3.180, 1.540, 1.568], [-0.552, 3.582, -0.652], [2.041, 1.100, -1.714], [0.374, 0.177, -0.351], [1.252, 4.560, -2.814], [-2.185, 1.000, 1.144], [-1.551, 3.082, 0.041], [2.167, 5.393, -3.318], [3.456, 4.860, -3.311], [3.251, 3.603, -2.660], [1.961, 3.486, -2.331], [1.472, 0.035, -1.109], [1.370, 2.264, -1.708], [-0.238, 1.337, -0.344], [0.737, -1.421, 5.683], [0.754, -0.259, 4.791], [-0.331, -2.358, 5.592], [-0.186, -0.104, 3.829], [-1.375, -2.040, 4.666], [0.242, 2.431, -0.971], [-1.251, -0.976, 3.772], [-1.394, 1.743, 0.308], [2.016, -1.232, -1.350], [-2.065, -0.343, 1.398], [1.287, -2.369, -0.800], [3.184, -1.433, -2.213], [-2.424, -0.763, 2.737], [-2.297, 3.771, 0.547], [1.746, 6.361, -3.676], [4.390, 5.362, -3.545], [3.978, 2.857, -2.302], [1.487, -1.451, 6.470], [1.632, 0.307, 4.836], [-0.376, -3.259, 6.146], [-0.017, 0.749, 3.182], [-2.288, -2.685, 4.613], [-1.121, -0.663, 1.124], [1.880, -3.261, -1.123], [0.287, -2.501, -1.261], [1.329, -2.329, 0.265], [2.939, -1.732, -3.231], [3.825, -2.160, -1.708], [3.722, -0.513, -2.281], [-2.896, -1.774, 2.628], [-3.242, -0.164, 3.248]], "lowdin_charge": [0.078, 0.161, 0.189, 0.195, 0.048, -0.502, -0.086, -0.119, -0.030, -0.042, -0.208, -0.316, -0.121, -0.220, -0.052, -0.075, -0.063, -0.076, -0.049, -0.168, -0.202, 0.101, -0.161, 0.092, -0.066, -0.051, -0.136, 0.164, 0.138, 0.101, 0.124, 0.090, 0.080, 0.080, 0.115, 0.120, 0.116, 0.091, 0.095, 0.069, 0.088, 0.086, 0.060, 0.118, 0.145]}



[4]
{"formula": "C3H4F3I", "method": "the ωB97M-V functional and the def2-TZVPD basis", "largest_force_ev_per_a": 1.5, "relative_energy_kj_mol": 0.0, "homo_lumo_gap_ha": 0.3747, "charge": 0, "energy_ha": -714.02295, "species": ["F", "F", "F", "I", "C", "C", "C", "H", "H", "H", "H"], "xyz": [[2.048, 0.362, -0.287], [0.828, 1.963, -1.251], [0.691, -0.110, -1.979], [-2.226, -1.251, 1.786], [0.839, 0.655, -0.861], [-0.413, -0.982, 0.726], [-0.340, 0.419, 0.090], [-0.345, -1.755, -0.063], [0.441, -1.107, 1.409], [-0.273, 1.134, 0.908], [-1.252, 0.672, -0.477]], "lowdin_charge": [0.115, 0.113, 0.116, 0.785, -0.573, -0.683, -0.216, 0.056, 0.054, 0.114, 0.118]}



> Which formula does entry 2 have?

C25H27BeN3



What did the third record say?
{"formula": "C19H18N6O2", "method": "the ωB97M-V functional and the def2-TZVPD basis", "largest_force_ev_per_a": 4.4, "relative_energy_kj_mol": 70.8, "homo_lumo_gap_ha": 0.3114, "charge": 0, "energy_ha": -1213.81589, "species": ["O", "N", "N", "N", "O", "C", "C", "C", "C", "C", "C", "C", "C", "C", "C", "C", "C", "C", "C", "C", "C", "N", "N", "N", "C", "C", "C", "H", "H", "H", "H", "H", "H", "H", "H", "H", "H", "H", "H", "H", "H", "H", "H", "H", "H"], "xyz": [[-3.180, 1.540, 1.568], [-0.552, 3.582, -0.652], [2.041, 1.100, -1.714], [0.374, 0.177, -0.351], [1.252, 4.560, -2.814], [-2.185, 1.000, 1.144], [-1.551, 3.082, 0.041], [2.167, 5.393, -3.318], [3.456, 4.860, -3.311], [3.251, 3.603, -2.660], [1.961, 3.486, -2.331], [1.472, 0.035, -1.109], [1.370, 2.264, -1.708], [-0.238, 1.337, -0.344], [0.737, -1.421, 5.683], [0.754, -0.259, 4.791], [-0.331, -2.358, 5.592], [-0.186, -0.104, 3.829], [-1.375, -2.040, 4.666], [0.242, 2.431, -0.971], [-1.251, -0.976, 3.772], [-1.394, 1.743, 0.308], [2.016, -1.232, -1.350], [-2.065, -0.343, 1.398], [1.287, -2.369, -0.800], [3.184, -1.433, -2.213], [-2.424, -0.763, 2.737], [-2.297, 3.771, 0.547], [1.746, 6.361, -3.676], [4.390, 5.362, -3.545], [3.978, 2.857, -2.302], [1.487, -1.451, 6.470], [1.632, 0.307, 4.836], [-0.376, -3.259, 6.146], [-0.017, 0.749, 3.182], [-2.288, -2.685, 4.613], [-1.121, -0.663, 1.124], [1.880, -3.261, -1.123], [0.287, -2.501, -1.261], [1.329, -2.329, 0.265], [2.939, -1.732, -3.231], [3.825, -2.160, -1.708], [3.722, -0.513, -2.281], [-2.896, -1.774, 2.628], [-3.242, -0.164, 3.248]], "lowdin_charge": [0.078, 0.161, 0.189, 0.195, 0.048, -0.502, -0.086, -0.119, -0.030, -0.042, -0.208, -0.316, -0.121, -0.220, -0.052, -0.075, -0.063, -0.076, -0.049, -0.168, -0.202, 0.101, -0.161, 0.092, -0.066, -0.051, -0.136, 0.164, 0.138, 0.101, 0.124, 0.090, 0.080, 0.080, 0.115, 0.120, 0.116, 0.091, 0.095, 0.069, 0.088, 0.086, 0.060, 0.118, 0.145]}



> Look up the charge of the third one.

0



> Which formula does entry 1 have?

C5H18N2O7